Entry 1:
The following is a DFT calculation (the ωB97M-V functional and the def2-TZVPD basis) of a structure of composition C21H28IN3SiSr at a distorted geometry.

Geometry as XYZ:
```
55
Properties=species:S:1:pos:R:3:nbo_charge:R:1
C -4.340 -3.020 -2.600 -0.612
C -5.338 -2.536 -1.547 -0.603
H -4.512 -2.531 -3.564 0.199
H -4.425 -4.100 -2.761 0.201
H -3.310 -2.808 -2.301 0.222
H -5.147 -1.499 -1.267 0.191
H -6.366 -2.596 -1.919 0.199
H -5.281 -3.143 -0.640 0.202
C 1.436 1.551 -3.076 0.078
C 2.271 2.432 -3.738 -0.220
C 2.430 3.720 -3.231 -0.151
C 1.748 4.090 -2.079 -0.200
H 1.253 0.527 -3.402 0.250
H 2.783 2.104 -4.633 0.234
H 3.079 4.439 -3.727 0.232
H 1.852 5.085 -1.662 0.217
N 0.816 1.941 -2.000 -0.555
C 0.912 3.171 -1.440 0.123
C 0.158 3.459 -0.231 0.242
N -0.624 2.527 0.323 -0.588
C -1.355 2.626 1.393 0.060
C -0.568 4.881 1.579 -0.152
C -1.346 3.838 2.066 -0.219
H -1.938 1.771 1.718 0.211
H -1.949 3.939 2.959 0.231
C 0.186 4.683 0.423 -0.208
H 0.801 5.479 0.021 0.218
H -0.540 5.844 2.085 0.235
Sr -0.634 0.553 -0.766 1.739
I -0.385 -1.583 -2.329 -0.838
C -2.259 -1.604 1.524 -1.138
Si -0.455 -2.129 1.703 1.800
C -0.208 -2.466 3.534 -1.136
C -0.232 -3.739 0.753 -1.151
N 0.617 -0.787 1.142 -1.199
C 1.902 -0.834 1.085 0.211
C 2.699 0.201 0.405 -0.278
C 4.048 0.145 0.250 -0.208
C 4.781 -0.931 0.760 -0.329
C 4.111 -1.953 1.434 -0.191
C 2.756 -1.910 1.598 -0.324
H -2.916 -2.410 1.892 0.252
H -2.486 -1.407 0.468 0.210
H -2.426 -0.700 2.120 0.214
H -0.917 -3.241 3.862 0.225
H 0.809 -2.811 3.750 0.241
H -0.401 -1.543 4.097 0.228
H -0.487 -3.600 -0.311 0.253
H 0.806 -4.092 0.829 0.244
H -0.904 -4.499 1.170 0.225
H 2.116 1.045 -0.007 0.135
H 4.574 0.946 -0.284 0.193
H 5.865 -0.978 0.626 0.199
H 4.683 -2.805 1.828 0.202
H 2.255 -2.743 2.113 0.187
```

## Properties
**Electronic energy**: -43517.7579 eV
**HOMO**: -5.752 eV
**LUMO**: -1.4 eV

***

Entry 2:
The following is a DFT calculation (the ωB97M-V functional and the def2-TZVPD basis) of the molecule C3H6O at a distorted geometry.

Geometry as XYZ:
```
10
Properties=species:S:1:pos:R:3:nbo_charge:R:1
C -0.736 1.124 -0.367 -0.717
C -0.107 -0.113 0.109 0.568
C 1.287 -0.363 -0.450 -0.737
O -0.628 -0.841 0.955 -0.547
H -0.269 1.945 0.263 0.248
H -1.831 1.100 -0.206 0.245
H -0.431 1.261 -1.511 0.223
H 1.223 -1.117 -1.334 0.245
H 1.960 -0.916 0.299 0.250
H 1.709 0.568 -0.906 0.223
```

## Properties
**Electronic energy**: -5255.2123 eV
**SMILES string**: CC(C)=O
**HOMO**: -9.710 eV
**LUMO**: 0.9 eV

***

Entry 3:
The following is a DFT calculation (the ωB97M-V functional and the def2-TZVPD basis) of a structure of composition C16H22N3O4PdS2Si at a distorted geometry.

Geometry as XYZ:
```
49
Properties=species:S:1:pos:R:3:nbo_charge:R:1
Pd -0.579 1.460 0.687 0.815
O -1.894 3.316 2.963 -0.925
S -0.335 3.503 2.632 2.556
O 0.142 4.334 3.693 -0.962
O 0.203 2.082 2.652 -1.031
O -0.245 3.988 1.279 -0.998
C 0.565 -1.289 1.763 -1.139
Si 1.883 -0.311 0.857 1.815
C 3.098 0.322 2.139 -1.144
C 2.757 -1.544 -0.271 -1.127
N 1.102 0.908 -0.115 -1.036
C 1.777 1.800 -0.931 0.284
C 1.076 2.738 -1.707 -0.284
C 1.727 3.599 -2.569 -0.197
C 3.108 3.572 -2.710 -0.280
C 3.822 2.662 -1.942 -0.202
C 3.178 1.804 -1.067 -0.318
H 1.024 -2.159 2.239 0.224
H -0.191 -1.640 1.056 0.229
H 0.070 -0.697 2.536 0.246
H 3.455 -0.523 2.737 0.219
H 2.620 1.041 2.802 0.265
H 3.970 0.803 1.694 0.228
H 3.173 -2.360 0.326 0.219
H 3.569 -1.104 -0.845 0.232
H 2.044 -1.970 -0.978 0.235
H -0.002 2.800 -1.602 0.215
H 1.137 4.309 -3.135 0.198
H 3.614 4.253 -3.381 0.194
H 4.903 2.623 -2.008 0.194
H 3.784 1.134 -0.476 0.197
N -2.560 0.614 1.593 -0.832
C -2.618 -0.123 0.520 0.321
S -1.963 0.624 -0.933 -0.170
N -3.024 -1.433 0.555 -0.613
C -3.135 -2.411 -0.440 0.163
C -3.293 -2.143 -1.795 -0.244
C -3.421 -3.196 -2.689 -0.187
C -3.411 -4.515 -2.264 -0.248
C -3.271 -4.778 -0.909 -0.214
C -3.133 -3.739 -0.008 -0.207
H -2.226 2.529 2.493 0.509
H -2.749 0.084 2.443 0.349
H -3.131 -1.795 1.492 0.387
H -3.311 -1.129 -2.157 0.242
H -3.534 -2.967 -3.741 0.210
H -3.512 -5.322 -2.976 0.208
H -3.258 -5.798 -0.547 0.207
H -3.004 -3.956 1.046 0.197
```

## Properties
**Charge**: -1
**Electronic energy**: -62641.6108 eV
**HOMO**: -4.251 eV
**LUMO**: 2.5 eV

***

Entry 4:
The following is a DFT calculation (the ωB97M-V functional and the def2-TZVPD basis) of a cluster of 2 separate species, C5H4 in total at a distorted geometry.

Geometry as XYZ:
```
9
Properties=species:S:1:pos:R:3:nbo_charge:R:1
C 1.777 1.141 0.340 -0.092
C 1.787 0.257 -0.784 -0.200
C 1.147 -0.137 0.292 -0.185
H 2.177 0.271 -1.779 0.233
H 0.464 -0.653 0.873 0.236
C -2.063 0.194 0.647 -0.187
C -1.567 -0.518 -0.211 -0.260
H -2.558 0.895 1.159 0.217
H -1.163 -1.451 -0.535 0.238
```

## Properties
**Electronic energy**: -5242.4770 eV
**SMILES string**: C1=CC=1.C#C
**HOMO**: -9.164 eV
**LUMO**: 1.0 eV

***

Entry 5:
The following is a DFT calculation (the ωB97M-V functional and the def2-TZVPD basis) of a structure of composition C16H31O8Rb2 at a distorted geometry.

Geometry as XYZ:
```
57
Properties=species:S:1:pos:R:3:nbo_charge:R:1
Rb 0.604 -4.117 -0.883 0.989
Rb -2.707 -2.432 1.220 0.991
O 1.101 -0.010 1.239 -0.722
C -0.064 -0.340 0.614 0.966
O -1.009 0.467 0.652 -0.794
O -0.142 -1.511 0.125 -0.940
H 0.904 0.819 1.705 0.509
C 3.613 0.347 -0.932 -0.718
C 3.472 0.736 -2.382 0.581
O 4.358 1.280 -2.997 -0.526
C 2.166 0.460 -3.046 -0.716
H 3.051 1.059 -0.325 0.259
H 4.646 0.258 -0.610 0.235
H 3.134 -0.626 -0.783 0.203
H 2.002 -0.614 -3.171 0.213
H 2.127 0.965 -4.007 0.243
H 1.355 0.863 -2.429 0.224
C -2.990 -0.815 -2.307 -0.744
C -2.707 -1.924 -3.295 0.587
O -3.577 -2.656 -3.681 -0.526
C -1.250 -2.183 -3.609 -0.733
H -2.263 -0.839 -1.494 0.236
H -4.008 -0.930 -1.938 0.234
H -2.911 0.147 -2.820 0.252
H -1.061 -1.921 -4.652 0.264
H -0.937 -3.224 -3.509 0.204
H -0.649 -1.600 -2.909 0.220
C 3.528 -2.433 1.526 -0.736
C 3.605 -3.937 1.495 0.632
O 3.198 -4.603 0.560 -0.634
C 4.332 -4.595 2.643 -0.730
H 3.598 -2.047 2.540 0.239
H 2.626 -2.115 1.006 0.243
H 4.373 -2.004 0.983 0.260
H 4.605 -5.609 2.349 0.240
H 3.720 -4.686 3.541 0.246
H 5.252 -4.047 2.844 0.241
C 0.055 3.619 0.022 -0.733
C 0.457 3.278 1.444 0.618
O 1.570 2.860 1.672 -0.571
C -0.580 3.524 2.503 -0.732
H -0.518 4.548 -0.014 0.224
H -0.596 2.852 -0.404 0.251
H 0.951 3.697 -0.590 0.238
H -0.872 4.578 2.478 0.238
H -0.188 3.331 3.502 0.236
H -1.507 2.963 2.381 0.234
C -4.960 2.146 2.504 -0.726
C -4.433 1.267 1.405 0.641
O -4.400 0.063 1.524 -0.628
C -3.821 1.982 0.221 -0.733
H -5.718 1.644 3.100 0.241
H -5.426 3.035 2.071 0.232
H -4.137 2.507 3.122 0.246
H -4.567 2.288 -0.514 0.245
H -3.084 1.352 -0.272 0.255
H -3.324 2.883 0.583 0.229
```

## Properties
**Charge**: +1
**Electronic energy**: -34782.6940 eV
**HOMO**: -11.289 eV
**LUMO**: -3.7 eV